(1)
ORCA calculation (wB97M-V/def2-TZVPD) on a cluster of 2 separate species, CBrClNO2P in total.

```
7
Properties=species:S:1:pos:R:3:mulliken_charge:R:1
Br -0.494 2.046 -1.484 -0.04
Cl -2.122 -1.120 1.871 -0.25
P 0.227 1.110 0.517 0.74
O 0.867 -0.269 -0.236 -0.21
O 1.277 1.752 1.256 -0.39
N -0.093 -2.269 -1.080 -0.28
C 0.338 -1.250 -0.844 0.43
```

Energy above the lowest of the compared OMol25 structures with the same formula, charge and spin (kcal per mole): 114.2
Molar mass (g/mol): 204.3
LUMO (spin up / spin down) (eV): -5.6 / -5.6
Gap between HOMO and LUMO (spin up / spin down) (eV): 5.190 / 5.207
Electronic energy (a.u.): -3618.7856
Multiplicity: 1
HOMO level (spin up / spin down) (eV): -10.763 / -10.781


(2)
ORCA calculation (wB97M-V/def2-TZVPD) on a cluster of 2 separate species, CBrF3O in total.

```
6
Properties=species:S:1:pos:R:3:mulliken_charge:R:1
Br 0.295 2.181 1.267 0.33
F 1.122 -0.618 0.144 -0.17
F -0.995 -1.157 0.629 -0.18
F -0.203 -1.515 -1.426 -0.15
O -0.083 1.868 -0.268 -0.34
C -0.135 -0.759 -0.346 0.51
```

Expectation value of S²: 2.007
Energy above the lowest of the compared OMol25 structures with the same formula, charge and spin (kcal per mole): 0.0
Molar mass (g/mol): 164.9
LUMO (spin up / spin down) (eV): 0.4 / -2.4
Gap between HOMO and LUMO (spin up / spin down) (eV): 9.817 / 7.509
Electronic energy (a.u.): -2986.7665
Multiplicity: 3
HOMO level (spin up / spin down) (eV): -9.428 / -9.891


(3)
ORCA calculation (wB97M-V/def2-TZVPD) on a cluster of 2 separate species, CBrFNO2 in total.

```
6
Properties=species:S:1:pos:R:3:mulliken_charge:R:1
Br 1.501 -0.920 2.286 -0.30
F 0.976 1.291 1.133 -0.32
O -1.611 0.949 -1.087 -0.36
O -0.861 -1.142 -1.707 -0.42
N 1.147 -0.091 0.644 -0.30
C -1.153 -0.086 -1.270 0.70
```

Energy above the lowest of the compared OMol25 structures with the same formula, charge and spin (kcal per mole): 15.1
Molar mass (g/mol): 156.9
LUMO (eV): 3.5
Gap between HOMO and LUMO (eV): 5.905
Electronic energy (a.u.): -2917.1860
Multiplicity: 1
Charge: -1
HOMO level (eV): -2.369


(4)
ORCA calculation (wB97M-V/def2-TZVPD) on a cluster of 2 separate species, CBrNO3 in total.

```
6
Properties=species:S:1:pos:R:3:mulliken_charge:R:1
Br 1.122 1.645 -0.213 -0.15
O 2.766 -0.543 -0.170 -0.20
O -1.446 -1.200 0.752 -0.40
O -2.264 0.634 -0.327 -0.28
N 1.688 -0.286 -0.270 0.35
C -1.866 -0.249 0.228 0.68
```

Energy above the lowest of the compared OMol25 structures with the same formula, charge and spin (kcal per mole): 1.2
Molar mass (g/mol): 153.9
LUMO (eV): -1.0
Gap between HOMO and LUMO (eV): 9.158
Electronic energy (a.u.): -2892.5481
Multiplicity: 1
HOMO level (eV): -10.161
SMILES: O=C=O.O=NBr


(5)
ORCA calculation (wB97M-V/def2-TZVPD) on an isolated molecule of CBrNO4.

```
7
Properties=species:S:1:pos:R:3:mulliken_charge:R:1
Br -3.242 -0.008 -0.177 0.15
O -1.522 0.690 0.020 -0.35
O -0.695 -1.256 0.977 -0.40
O 1.451 0.891 0.725 -0.56
O 0.865 0.058 -1.129 -0.53
N 0.743 0.334 -0.020 1.06
C -0.635 -0.219 0.410 0.64
```

Energy above the lowest of the compared OMol25 structures with the same formula, charge and spin (kcal per mole): 27.9
Molar mass (g/mol): 169.9
LUMO (eV): -2.0
Gap between HOMO and LUMO (eV): 9.220
Electronic energy (a.u.): -2967.6722
Multiplicity: 1
HOMO level (eV): -11.223
SMILES: O=C(OBr)[N+](=O)[O-]


(6)
ORCA calculation (wB97M-V/def2-TZVPD) on a cluster of 2 separate species, CCl2F3N in total.

```
7
Properties=species:S:1:pos:R:3:mulliken_charge:R:1
Cl -1.411 -1.180 0.975 -0.07
Cl 0.032 -1.863 -1.341 -0.11
F 0.462 1.891 1.062 -0.07
F 1.777 0.260 0.897 -0.07
F -1.237 0.359 -1.339 -0.18
N 1.064 1.125 0.196 0.13
C -0.688 -0.592 -0.451 0.38
```

Expectation value of S²: 2.007
Molar mass (g/mol): 153.9
LUMO (spin up / spin down) (eV): 0.7 / -1.5
Gap between HOMO and LUMO (spin up / spin down) (eV): 9.386 / 10.167
Electronic energy (a.u.): -1312.5910
Multiplicity: 3
HOMO level (spin up / spin down) (eV): -8.729 / -11.666


(7)
ORCA calculation (wB97M-V/def2-TZVPD) on a cluster of 2 separate species, CCl2FNO2 in total.

```
7
Properties=species:S:1:pos:R:3:mulliken_charge:R:1
Cl 1.761 1.466 0.030 0.07
Cl 1.535 -1.442 -0.534 0.06
F 0.381 -0.425 2.208 -0.59
O -1.184 1.128 -0.339 -0.51
O -1.063 -0.964 -0.652 -0.52
N -0.641 0.087 -0.349 1.03
C 0.866 0.096 -0.226 0.46
```

Energy above the lowest of the compared OMol25 structures with the same formula, charge and spin (kcal per mole): 92.5
Molar mass (g/mol): 147.9
LUMO (spin up / spin down) (eV): -3.7 / -3.7
Gap between HOMO and LUMO (spin up / spin down) (eV): 6.778 / 6.787
Electronic energy (a.u.): -1263.3207
Multiplicity: 1
HOMO level (spin up / spin down) (eV): -10.478 / -10.486


(8)
ORCA calculation (wB97M-V/def2-TZVPD) on the ion CCl2NO2S with charge -1.

```
7
Properties=species:S:1:pos:R:3:mulliken_charge:R:1
Cl 1.812 -1.211 0.211 -0.13
Cl 1.611 1.574 0.036 -0.18
S -0.825 -0.095 0.051 0.86
O -1.124 -1.390 -0.516 -0.58
O -1.296 1.071 -0.642 -0.57
N -1.290 0.020 1.559 -0.33
C 1.113 0.030 -0.700 -0.07
```

Energy above the lowest of the compared OMol25 structures with the same formula, charge and spin (kcal per mole): 133.9
Molar mass (g/mol): 161.0
LUMO (spin up / spin down) (eV): 1.4 / 1.5
Gap between HOMO and LUMO (spin up / spin down) (eV): 5.620 / 5.647
Electronic energy (a.u.): -1561.7493
Multiplicity: 1
Charge: -1
HOMO level (spin up / spin down) (eV): -4.176 / -4.168


(9)
ORCA calculation (wB97M-V/def2-TZVPD) on a cluster of 2 separate species, CCl3NO in total.

```
6
Properties=species:S:1:pos:R:3:mulliken_charge:R:1
Cl -0.785 1.519 -0.639 -0.10
Cl -1.378 -1.329 -0.744 -0.12
Cl -0.915 -0.045 1.811 -0.12
O 2.116 0.399 -0.490 -0.14
N 1.606 -0.532 -0.043 0.19
C -0.643 -0.013 0.105 0.28
```

Energy above the lowest of the compared OMol25 structures with the same formula, charge and spin (kcal per mole): 21.6
Molar mass (g/mol): 148.4
LUMO (spin up / spin down) (eV): -0.4 / -0.7
Gap between HOMO and LUMO (spin up / spin down) (eV): 8.158 / 8.164
Electronic energy (a.u.): -1548.5456
Multiplicity: 1
HOMO level (spin up / spin down) (eV): -8.562 / -8.907


(10)
ORCA calculation (wB97M-V/def2-TZVPD) on a cluster of 2 separate species, CCl3NO in total.

```
6
Properties=species:S:1:pos:R:3:mulliken_charge:R:1
Cl -1.698 -1.366 0.502 -0.14
Cl -0.822 1.293 0.376 -0.12
Cl -0.274 -0.411 -1.990 -0.11
O 1.626 0.916 0.863 -0.07
N 1.765 -0.151 0.571 0.24
C -0.598 -0.281 -0.322 0.19
```

Energy above the lowest of the compared OMol25 structures with the same formula, charge and spin (kcal per mole): 41.3
Molar mass (g/mol): 148.4
LUMO (spin up / spin down) (eV): -0.8 / -0.8
Gap between HOMO and LUMO (spin up / spin down) (eV): 7.053 / 7.076
Electronic energy (a.u.): -1548.5143
Multiplicity: 1
HOMO level (spin up / spin down) (eV): -7.838 / -7.835


(11)
ORCA calculation (wB97M-V/def2-TZVPD) on a structure of composition CCl3NO2.

```
7
Properties=species:S:1:pos:R:3:mulliken_charge:R:1
Cl 1.254 0.217 1.494 0.08
Cl 0.704 -2.582 -0.501 0.23
Cl 0.867 2.687 -0.575 -0.19
O -0.499 -2.016 0.363 -0.25
O -1.757 0.590 -0.822 -0.24
N 0.300 0.639 0.215 -0.34
C -0.869 0.465 -0.174 0.71
```

Energy above the lowest of the compared OMol25 structures with the same formula, charge and spin (kcal per mole): 78.6
Molar mass (g/mol): 164.4
LUMO (spin up / spin down) (eV): -2.3 / -3.1
Gap between HOMO and LUMO (spin up / spin down) (eV): 8.139 / 6.805
Electronic energy (a.u.): -1623.6757
Multiplicity: 1
HOMO level (spin up / spin down) (eV): -10.480 / -9.860


(12)
ORCA calculation (wB97M-V/def2-TZVPD) on a structure of composition CClF2NO2.

```
7
Properties=species:S:1:pos:R:3:mulliken_charge:R:1
Cl -1.986 0.228 -0.966 -0.06
F -0.665 -1.150 0.950 -0.11
F 0.117 -1.380 -1.134 -0.14
O 0.982 0.692 1.545 -0.52
O 1.216 1.380 -0.542 -0.47
N 0.805 0.774 0.362 0.76
C -0.469 -0.544 -0.216 0.54
```

Expectation value of S²: 2.009
Energy above the lowest of the compared OMol25 structures with the same formula, charge and spin (kcal per mole): 29.2
Molar mass (g/mol): 131.5
LUMO (spin up / spin down) (eV): -0.5 / -3.9
Gap between HOMO and LUMO (spin up / spin down) (eV): 6.584 / 7.465
Electronic energy (a.u.): -902.9785
Multiplicity: 3
HOMO level (spin up / spin down) (eV): -7.133 / -11.411